The following is a quantum chemistry calculation of a 11-piece molecular cluster, C57H147N8O12P3 overall in a non-equilibrium geometry, from the Open Molecules 2025 dataset.

Output
LUMO energy = 0.60 eV
Spin multiplicity = 1
SMILES string = COP(=O)(OC)OC.COP(=O)(OC)OC.COP(=O)(OC)OC.CCN(CC)CC.CCN(CC)CC.CCN(CC)CC.CCN(CC)CC.CCN(CC)CC.CCN(CC)CC.CCN(CC)CC.CCN(CC)CC
Energy above the lowest of the compared OMol25 structures with the same formula, charge and spin = 178.33 kJ/mol
Strongest force on any atom = 2.9 eV/A
Calculated total energy = -125852.780 eV
HOMO = -7.78 eV
Gap between HOMO and LUMO = 8.374 eV

CARTESIAN COORDINATES (ANGSTROEM)
1 C 1.136 -2.557 -4.524
2 O -0.137 -2.648 -5.225
3 P -0.398 -1.539 -6.318
4 O 0.785 -1.216 -7.100
5 O -1.696 -2.103 -6.999
6 C -1.647 -3.381 -7.742
7 O -0.932 -0.306 -5.560
8 C -0.194 0.905 -5.580
9 H 1.875 -2.380 -5.329
10 H 1.277 -3.421 -3.874
11 H 1.168 -1.686 -3.831
12 H -0.740 -3.323 -8.355
13 H -2.505 -3.514 -8.345
14 H -1.561 -4.236 -7.086
15 H 0.840 0.736 -5.892
16 H -0.059 1.348 -4.591
17 H -0.632 1.625 -6.220
18 C -3.145 -3.532 4.923
19 O -2.193 -3.644 3.823
20 P -2.281 -2.511 2.684
21 O -2.353 -1.152 3.188
22 O -3.530 -3.006 1.853
23 C -4.286 -2.025 1.075
24 O -1.106 -2.855 1.713
25 C 0.190 -2.621 2.355
26 H -4.123 -3.429 4.473
27 H -2.937 -2.694 5.551
28 H -3.253 -4.476 5.479
29 H -5.158 -2.521 0.664
30 H -3.657 -1.614 0.281
31 H -4.581 -1.185 1.739
32 H 1.022 -2.950 1.786
33 H 0.252 -3.142 3.298
34 H 0.255 -1.515 2.478
35 C -1.246 1.253 1.551
36 O -0.377 0.224 0.982
37 P -0.217 0.149 -0.601
38 O 0.243 1.364 -1.262
39 O -1.649 -0.458 -1.050
40 C -1.896 -0.701 -2.493
41 O 0.760 -1.115 -0.748
42 C 2.113 -0.958 -0.250
43 H -0.806 1.531 2.525
44 H -2.200 0.798 1.788
45 H -1.304 2.146 0.948
46 H -1.511 -1.777 -2.688
47 H -1.294 -0.082 -3.204
48 H -2.938 -0.629 -2.777
49 H 2.620 -1.849 -0.597
50 H 2.115 -1.011 0.863
51 H 2.557 -0.097 -0.722
52 C -5.651 0.472 -1.574
53 C -6.093 0.112 -2.966
54 N -5.650 -1.232 -3.327
55 C -5.623 -1.379 -4.798
56 C -4.598 -0.580 -5.610
57 C -6.530 -2.312 -2.783
58 C -5.986 -3.753 -2.934
59 H -4.567 0.347 -1.386
60 H -6.171 -0.084 -0.834
61 H -5.976 1.481 -1.200
62 H -7.191 0.091 -2.964
63 H -5.708 0.769 -3.713
64 H -6.641 -1.107 -5.125
65 H -5.405 -2.400 -5.045
66 H -4.678 -0.796 -6.707
67 H -3.608 -0.909 -5.252
68 H -4.718 0.528 -5.541
69 H -6.657 -2.094 -1.728
70 H -7.544 -2.240 -3.206
71 H -6.238 -4.184 -3.889
72 H -4.884 -3.742 -2.851
73 H -6.347 -4.479 -2.183
74 C 8.287 2.715 1.714
75 C 7.407 1.525 2.082
76 N 7.007 0.759 0.921
77 C 6.495 -0.608 1.276
78 C 7.521 -1.471 2.013
79 C 6.086 1.478 0.064
80 C 5.827 0.860 -1.329
81 H 8.610 3.255 2.571
82 H 7.842 3.445 1.074
83 H 9.133 2.296 1.180
84 H 7.943 0.855 2.716
85 H 6.537 1.884 2.703
86 H 5.596 -0.483 1.925
87 H 5.995 -1.068 0.386
88 H 7.463 -2.498 1.708
89 H 8.567 -1.163 2.026
90 H 7.269 -1.459 3.043
91 H 6.623 2.387 -0.085
92 H 5.159 1.722 0.537
93 H 5.381 -0.149 -1.223
94 H 6.733 0.803 -1.912
95 H 5.041 1.460 -1.853
96 C 3.753 1.995 3.621
97 C 2.687 3.047 3.317
98 N 2.941 3.964 2.238
99 C 4.205 4.648 2.406
100 C 4.201 5.537 3.575
101 C 2.713 3.282 1.010
102 C 2.985 4.061 -0.321
103 H 4.480 2.334 4.367
104 H 4.227 1.540 2.760
105 H 3.266 1.170 4.176
106 H 1.714 2.660 3.086
107 H 2.474 3.611 4.208
108 H 5.013 3.867 2.406
109 H 4.313 5.244 1.508
110 H 4.336 4.972 4.523
111 H 5.000 6.277 3.551
112 H 3.197 5.951 3.673
113 H 1.630 3.045 1.076
114 H 3.219 2.284 0.866
115 H 2.625 5.099 -0.184
116 H 2.409 3.507 -1.051
117 H 4.087 3.990 -0.556
118 C -3.150 2.409 -3.890
119 C -2.201 3.071 -2.925
120 N -2.158 4.573 -3.037
121 C -1.244 5.026 -4.116
122 C -1.507 6.442 -4.748
123 C -2.011 5.278 -1.759
124 C -0.758 4.871 -0.968
125 H -4.025 3.089 -3.837
126 H -3.339 1.411 -3.539
127 H -2.747 2.426 -4.870
128 H -2.371 2.817 -1.908
129 H -1.151 2.757 -3.047
130 H -0.222 4.853 -3.763
131 H -1.358 4.261 -4.920
132 H -2.423 6.413 -5.387
133 H -1.636 7.187 -3.925
134 H -0.608 6.568 -5.330
135 H -2.909 5.033 -1.177
136 H -2.079 6.371 -1.931
137 H -0.816 3.898 -0.611
138 H -0.705 5.450 -0.028
139 H 0.124 4.884 -1.644
140 C -0.915 -1.163 7.748
141 C -0.258 0.162 8.092
142 N -0.911 1.254 7.354
143 C -0.259 2.524 7.673
144 C -0.917 3.739 7.045
145 C -1.168 1.043 5.876
146 C 0.128 1.136 5.009
147 H -0.594 -1.949 8.488
148 H -0.783 -1.567 6.766
149 H -1.971 -0.989 7.743
150 H -0.293 0.351 9.201
151 H 0.785 0.014 7.751
152 H 0.762 2.545 7.332
153 H -0.240 2.575 8.749
154 H -0.773 3.710 6.000
155 H -0.638 4.664 7.453
156 H -1.988 3.787 7.176
157 H -1.613 0.069 5.728
158 H -1.958 1.745 5.579
159 H 1.035 0.855 5.588
160 H 0.173 0.449 4.134
161 H 0.273 2.080 4.591
162 C 0.567 -5.791 0.690
163 C 0.262 -4.984 -0.587
164 N -0.986 -5.422 -1.270
165 C -2.234 -5.228 -0.497
166 C -3.324 -6.184 -0.878
167 C -1.149 -4.861 -2.626
168 C -0.327 -5.615 -3.636
169 H 0.193 -6.803 0.558
170 H 0.006 -5.355 1.556
171 H 1.603 -5.828 0.962
172 H 0.193 -3.880 -0.329
173 H 1.141 -5.076 -1.248
174 H -2.146 -5.281 0.591
175 H -2.537 -4.230 -0.680
176 H -3.327 -6.283 -1.991
177 H -3.035 -7.180 -0.616
178 H -4.336 -5.965 -0.474
179 H -0.760 -3.841 -2.597
180 H -2.214 -4.799 -2.847
181 H -0.724 -6.587 -3.869
182 H 0.700 -5.670 -3.287
183 H -0.230 -5.073 -4.590
184 C -1.933 5.008 3.302
185 C -3.198 4.871 2.475
186 N -3.499 3.461 2.211
187 C -4.457 2.940 3.153
188 C -4.858 1.495 2.958
189 C -3.904 3.263 0.827
190 C -5.169 4.044 0.390
191 H -1.093 4.595 2.763
192 H -1.961 4.365 4.177
193 H -1.684 5.995 3.558
194 H -4.021 5.299 3.031
195 H -3.146 5.417 1.563
196 H -3.952 3.099 4.113
197 H -5.330 3.595 3.207
198 H -4.072 0.773 2.975
199 H -5.651 1.214 3.673
200 H -5.300 1.359 1.956
201 H -4.154 2.218 0.539
202 H -2.974 3.443 0.234
203 H -5.154 5.124 0.520
204 H -5.928 3.640 1.107
205 H -5.568 3.730 -0.552
206 C 4.714 -4.042 0.790
207 C 5.653 -3.876 -0.375
208 N 4.945 -3.196 -1.518
209 C 3.794 -3.998 -1.991
210 C 4.029 -5.462 -2.382
211 C 5.960 -3.045 -2.563
212 C 5.524 -1.996 -3.586
213 H 4.250 -5.056 0.874
214 H 4.036 -3.221 0.964
215 H 5.365 -4.037 1.649
216 H 6.475 -3.142 -0.149
217 H 6.100 -4.842 -0.673
218 H 3.027 -3.884 -1.186
219 H 3.354 -3.509 -2.872
220 H 3.633 -6.247 -1.716
221 H 3.605 -5.606 -3.374
222 H 5.078 -5.544 -2.591
223 H 6.201 -3.930 -3.127
224 H 6.932 -2.719 -2.049
225 H 6.218 -1.858 -4.472
226 H 5.456 -0.984 -3.129
227 H 4.545 -2.299 -3.985